P.
This record from the OMol25 dataset describes a 2-piece molecular cluster, C2H10N2 overall. The level of theory is ωB97M-V with the def2-TZVPD basis set.

Last column: Mulliken charge in e.
Geometry (Å):
1 C 2.43 -0.23 -0.41  -0.71
2 N 1.49 0.71 0.23  -0.56
3 H 2.40 -0.20 -1.50  0.23
4 H 3.42 -0.06 0.01  0.28
5 H 2.13 -1.24 -0.12  0.27
6 H 0.55 0.34 0.17  0.31
7 H 1.69 1.64 -0.08  0.20
8 C -2.18 -0.16 0.76  -0.79
9 N -1.47 -0.02 -0.48  -0.50
10 H -3.17 -0.65 0.73  0.32
11 H -1.65 -0.74 1.53  0.27
12 H -2.39 0.80 1.23  0.30
13 H -1.84 0.71 -1.07  0.20
14 H -1.42 -0.89 -0.99  0.19

Calculated values
SMILES string	CN.CN
orbital gap	9.40	eV
LUMO level	1.04	eV
HOMO level	-8.4	eV
total charge	0



Q.
This record from the OMol25 dataset describes a 2-piece molecular cluster, C2H10N2 overall. The level of theory is ωB97M-V with the def2-TZVPD basis set.

Last column: Mulliken charge in e.
Geometry (Å):
1 C -1.48 -1.64 0.58  -1.06
2 C -0.27 -0.76 1.01  -0.21
3 N 0.78 -0.42 -0.04  -0.43
4 H -1.36 -2.67 0.37  0.32
5 H -2.27 -1.48 1.22  0.35
6 H -1.71 -1.18 -0.39  0.30
7 H -0.73 0.11 1.51  0.29
8 H 0.33 -1.31 1.84  0.20
9 H 0.95 0.32 -0.74  0.12
10 H 1.21 -1.25 -0.46  0.18
11 N 1.30 2.43 -1.19  -0.68
12 H 0.48 2.05 -0.65  0.21
13 H 1.21 2.39 -2.21  0.19
14 H 1.56 3.40 -0.86  0.21

Calculated values
SMILES string	CCN.N
orbital gap	9.59	eV
LUMO level	1.07	eV
HOMO level	-8.5	eV
total charge	0



Most stable pick: P. Distance to second place: 47.2 kJ/mol.